[1]
DFT (ωB97M-V/def2-TZVPD) results for 14 unconnected molecules or ions with the total composition C50H100Cl4O33 at a distorted geometry.

The value obtained for the LUMO energy is 0.389 eV. For the highest occupied orbital energy, the calculation gives -0.372 Ha.

Structure (XYZ):
```
187
Properties=species:S:1:pos:R:3:lowdin_charge:R:1
C -2.17413 0.80216 -5.94652 -1.007
Cl -1.55503 -0.84726 -5.81365 0.568
Cl -1.16138 1.87601 -6.93257 0.544
H -3.20019 0.74595 -6.29299 0.032
H -2.20622 1.18783 -4.93075 0.000
C 4.40995 2.80607 -0.87893 -0.963
Cl 2.90342 2.72491 -1.82748 0.573
Cl 4.78197 4.48612 -0.39025 0.531
H 4.18707 2.40010 0.10249 -0.009
H 5.23161 2.26978 -1.33670 0.017
C -2.33380 4.41382 1.03968 -0.030
C -2.87982 3.25814 0.20527 -0.199
O -3.16695 2.10716 0.99949 0.040
C -4.42287 1.70283 1.07843 -0.594
O -5.37285 2.13457 0.46837 0.109
O -4.45905 0.63073 1.85333 -0.001
C -5.62801 -0.15923 1.96471 -0.027
H -2.97402 4.41143 1.92633 0.089
H -2.36559 5.37306 0.52950 0.074
H -1.32117 4.24100 1.40733 0.063
H -2.19240 2.94560 -0.57551 0.096
H -3.81129 3.60783 -0.23924 0.101
H -6.23137 0.30181 2.75099 0.098
H -5.33266 -1.13059 2.35662 0.094
H -6.18413 -0.28934 1.03933 0.097
C 1.06187 -3.99287 0.43006 -0.065
C -0.15366 -4.62603 -0.20227 -0.181
O -1.22521 -3.69066 -0.38507 0.007
C -1.95152 -3.31676 0.67773 -0.604
O -1.86637 -3.71602 1.78966 0.145
O -2.91551 -2.47345 0.31851 0.026
C -3.04985 -1.98189 -0.99965 -0.051
H 1.59576 -3.21705 -0.12692 0.050
H 1.87429 -4.70041 0.61563 0.090
H 0.84127 -3.47260 1.36187 0.065
H -0.46542 -5.42166 0.47800 0.127
H 0.05887 -5.05475 -1.17775 0.115
H -2.45558 -2.31737 -1.84286 0.096
H -3.00611 -0.89013 -0.96807 0.075
H -4.10711 -2.09923 -1.25595 0.089
C -6.53613 -3.38923 -5.45427 -0.064
C -5.49832 -2.53239 -4.76107 -0.216
O -6.14674 -1.31253 -4.44054 0.041
C -5.51288 -0.40777 -3.70646 -0.612
O -4.38634 -0.49330 -3.32087 0.115
O -6.39158 0.52810 -3.41006 0.038
C -5.90787 1.66279 -2.70612 -0.035
H -7.47328 -3.35618 -4.89094 0.080
H -6.27632 -4.43979 -5.57072 0.077
H -6.86067 -3.00894 -6.42452 0.078
H -4.64695 -2.33603 -5.42257 0.115
H -5.03497 -3.01256 -3.89580 0.127
H -4.89562 1.55858 -2.33256 0.083
H -6.57676 1.96586 -1.90030 0.092
H -5.97556 2.55588 -3.33510 0.084
C -2.62883 -5.40185 -7.60242 -0.060
C -1.24965 -4.85953 -7.30869 -0.215
O -1.24778 -4.48441 -5.93108 0.018
C -0.11767 -4.12722 -5.35985 -0.642
O 0.97512 -4.11841 -5.87273 0.127
O -0.34346 -3.82200 -4.08306 -0.019
C 0.73294 -3.25286 -3.32633 -0.022
H -2.71971 -5.64510 -8.65958 0.081
H -3.31786 -4.60656 -7.31144 0.073
H -2.88820 -6.27775 -7.00921 0.080
H -1.03027 -4.01402 -7.96628 0.129
H -0.41832 -5.56188 -7.42019 0.128
H 0.30508 -2.79587 -2.44329 0.072
H 1.33103 -2.61475 -3.97914 0.096
H 1.42618 -4.06932 -3.10667 0.103
C -6.13508 1.05666 7.07651 -0.054
C -4.63098 1.20975 7.34718 -0.184
O -3.98943 0.68294 6.18202 0.019
C -3.49543 -0.52490 6.16824 -0.639
O -3.53966 -1.33731 7.04710 0.138
O -2.93730 -0.71802 4.96477 -0.007
C -2.52169 -2.01541 4.59926 -0.055
H -6.76580 1.57087 7.79994 0.076
H -6.36046 -0.00665 6.99842 0.080
H -6.39201 1.46228 6.09504 0.073
H -4.37135 0.57412 8.19471 0.122
H -4.29399 2.22277 7.54484 0.119
H -2.31276 -1.93870 3.53612 0.060
H -3.27565 -2.79314 4.74475 0.104
H -1.65258 -2.42531 5.11974 0.094
C -5.29719 6.05572 -1.43732 -0.054
C -4.86407 5.56242 -2.80427 -0.202
O -3.48541 5.78929 -3.01772 0.060
C -2.66197 4.77428 -3.19986 -0.605
O -2.93316 3.60632 -3.18156 0.121
O -1.45317 5.29543 -3.39268 0.026
C -0.44947 4.37802 -3.77687 -0.044
H -5.44169 7.13330 -1.33810 0.077
H -4.56766 5.83648 -0.65272 0.062
H -6.22432 5.57320 -1.12517 0.084
H -5.54323 5.99126 -3.54214 0.129
H -5.04976 4.48631 -2.83982 0.092
H -0.09589 3.80340 -2.91785 0.071
H 0.42246 4.91187 -4.14789 0.100
H -0.76001 3.67078 -4.54544 0.068
C 9.60704 -2.41049 -0.24191 -0.060
C 8.68218 -1.27657 0.15978 -0.204
O 7.35246 -1.80816 0.11894 0.030
C 6.33797 -0.99267 -0.06235 -0.620
O 6.36715 0.20761 -0.21851 0.109
O 5.22266 -1.72530 -0.09279 0.012
C 4.04185 -1.08473 -0.55073 -0.022
H 9.59222 -3.22657 0.47859 0.076
H 10.64529 -2.07582 -0.29297 0.079
H 9.36057 -2.74741 -1.24733 0.083
H 8.76258 -0.45581 -0.55362 0.122
H 8.89257 -0.86881 1.14899 0.126
H 3.72862 -0.38492 0.22426 0.072
H 3.26086 -1.80490 -0.76566 0.082
H 4.17261 -0.51109 -1.47068 0.096
C 6.29970 2.49302 -4.56253 -0.055
C 6.25312 1.63908 -5.82083 -0.200
O 5.69341 0.33889 -5.57230 0.046
C 4.39954 0.20581 -5.31303 -0.608
O 3.94684 -0.79417 -4.83012 0.135
O 3.67937 1.26602 -5.67059 -0.010
C 2.30211 1.33744 -5.44272 -0.060
H 6.46130 1.90334 -3.66200 0.079
H 5.35764 3.02774 -4.41793 0.069
H 7.04013 3.28002 -4.70730 0.081
H 7.24595 1.47711 -6.23224 0.121
H 5.68486 2.13038 -6.61074 0.121
H 2.13589 2.16336 -4.74344 0.067
H 1.83763 0.43308 -5.04935 0.089
H 1.65902 1.63827 -6.27073 0.057
C 6.78737 -2.49497 3.39368 -0.059
C 5.91308 -3.72697 3.47186 -0.219
O 4.59866 -3.35194 3.82892 0.039
C 3.64967 -4.28496 3.86411 -0.629
O 3.84118 -5.45093 3.65296 0.133
O 2.50360 -3.71951 4.14157 0.006
C 1.28450 -4.46411 4.04483 -0.016
H 6.41048 -1.71672 2.73375 0.052
H 7.78705 -2.73164 3.01997 0.077
H 6.98356 -2.15889 4.41356 0.085
H 6.38100 -4.37767 4.21593 0.129
H 5.92328 -4.28032 2.53025 0.130
H 1.36482 -5.19943 3.24569 0.089
H 0.41989 -3.81840 4.00515 0.082
H 1.29129 -5.07974 4.95104 0.103
O 2.24192 2.76274 3.84527 0.103
C 2.23874 2.57139 2.65670 -0.561
O 2.56670 1.44517 2.02899 -0.033
C 2.94127 0.29294 2.79294 -0.196
C 4.44865 0.35137 3.07428 -0.032
C 1.83756 3.63567 1.67994 0.027
H 2.75419 -0.57565 2.16469 0.103
H 2.37723 0.18768 3.71819 0.123
H 5.02844 0.09781 2.18541 0.052
H 4.76686 -0.19976 3.95470 0.080
H 4.70371 1.39999 3.25567 0.085
H 1.23242 3.23537 0.87061 0.071
H 2.82725 3.96474 1.34479 0.044
H 1.34992 4.43787 2.22424 0.091
O -1.64025 2.55645 9.55740 0.107
C -0.49565 2.51820 9.19663 -0.548
O -0.01973 2.27725 7.96744 -0.001
C -0.95362 2.07798 6.91233 -0.217
C -0.21000 2.08076 5.59754 -0.059
C 0.64885 2.87302 10.11200 0.015
H -1.74496 2.82957 6.91789 0.126
H -1.37299 1.07420 7.03207 0.120
H 0.73523 1.55203 5.74130 0.079
H 0.06997 3.09121 5.30003 0.075
H -0.71884 1.56797 4.78274 0.064
H 1.33391 2.02440 10.13498 0.088
H 0.27622 3.06548 11.11365 0.083
H 1.16627 3.75917 9.74906 0.088
O 0.85228 -0.72739 0.41447 0.104
C 0.00517 0.03942 0.77577 -0.538
O -0.65422 0.93549 0.06178 0.008
C -0.20056 1.18718 -1.27225 -0.227
C -0.85710 0.28732 -2.28555 -0.044
C -0.53307 0.00145 2.18697 0.051
H 0.88548 1.16702 -1.35700 0.059
H -0.44269 2.22174 -1.52506 0.086
H -1.93676 0.41335 -2.34132 0.070
H -0.62045 -0.74106 -1.99966 0.064
H -0.40717 0.36621 -3.27776 0.063
H -0.29857 -0.88729 2.76387 0.087
H -1.61100 0.16874 2.13962 0.085
H -0.11991 0.84658 2.74566 0.075
```

[2]
DFT (ωB97M-V/def2-TZVPD) results for 11 unconnected molecules or ions with the total composition C50H103F4N10O14S4 at a distorted geometry.

The value obtained for the LUMO energy (spin up / spin down) is -0.909 / -0.968 eV. As for the multiplicity: 2. For the highest occupied orbital energy (spin up / spin down), the calculation gives -0.130 / -0.218 Ha.

Structure (XYZ):
```
185
Properties=species:S:1:pos:R:3:lowdin_spin:R:1
C -1.98173 1.82938 -0.54694 0.000
C -0.55469 2.30173 -0.22040 0.000
N 0.33205 1.17145 0.02353 0.000
C 0.73612 0.28079 -0.92351 0.000
C 1.43630 -0.71573 -0.29943 0.000
N 1.56264 -0.43802 1.02354 0.000
C 0.87637 0.77483 1.24718 0.000
C 2.36194 -1.15433 1.97158 0.000
H -2.49169 1.30434 0.26074 0.000
H -1.91958 1.17711 -1.41802 0.000
H -2.60127 2.72046 -0.64820 0.000
H -0.59946 3.04379 0.57676 0.000
H -0.17247 2.82329 -1.09788 0.000
H 0.48579 0.44503 -1.96118 0.000
H 1.96961 -1.53024 -0.76692 0.000
H 0.84386 1.33614 2.16927 0.000
H 2.44812 -0.65531 2.93680 0.000
H 3.36494 -1.24771 1.55518 0.000
H 1.97680 -2.16770 2.08486 0.000
C 1.78645 -3.76254 -3.43349 0.000
C 0.62544 -3.59246 -4.48223 0.001
N 1.09806 -2.88726 -5.70073 0.000
C 1.85961 -3.48204 -6.72702 0.000
C 2.21973 -2.54527 -7.66388 0.000
N 1.67331 -1.35435 -7.17806 0.000
C 0.99723 -1.55768 -6.00896 0.000
C 1.76853 -0.12051 -7.87248 0.000
H 1.98001 -2.81958 -2.92215 0.000
H 2.72097 -4.05064 -3.91491 0.000
H 1.44008 -4.54505 -2.75836 0.000
H -0.23524 -3.03866 -4.10721 0.000
H 0.26954 -4.53710 -4.89343 0.000
H 1.96870 -4.55596 -6.69260 0.000
H 2.81948 -2.54164 -8.56204 0.000
H 0.55877 -0.86016 -5.31066 0.000
H 2.56372 0.58177 -7.62233 0.000
H 0.81415 0.38821 -7.73662 0.000
H 1.93900 -0.32433 -8.92960 0.000
C -5.32924 5.09118 -1.80164 0.002
C -5.21977 3.79651 -1.04681 0.002
C -6.68617 3.20601 -0.76522 0.012
N -6.54975 1.78300 -0.10138 0.002
C -7.92214 1.26729 0.46926 0.048
C -5.57962 1.62122 1.12759 0.003
C -5.14219 0.19301 1.16993 0.005
C -5.45510 -0.39698 -0.20916 0.043
C -6.09531 0.71399 -1.10221 0.063
H -4.39865 5.46722 -2.22672 0.000
H -5.85774 5.91964 -1.32999 0.000
H -5.97480 4.90313 -2.65955 0.003
H -4.68448 4.07058 -0.13772 0.000
H -4.56476 3.06621 -1.52192 0.001
H -7.31972 3.16186 -1.65108 0.021
H -7.20856 3.78392 -0.00284 0.001
H -8.66382 1.09949 -0.31168 0.044
H -8.25516 2.03406 1.16874 0.002
H -7.72256 0.40836 1.10997 0.005
H -6.10361 2.01047 2.00052 0.001
H -4.65286 2.16282 0.93814 0.000
H -5.70495 -0.23562 1.99920 0.002
H -4.11202 0.10548 1.51515 0.000
H -6.20840 -1.18462 -0.19243 0.054
H -4.49093 -0.77853 -0.54513 0.003
H -6.92997 0.38231 -1.71982 0.071
H -5.40397 1.18703 -1.79962 0.005
C 0.93189 6.27559 1.69355 0.000
C 2.38726 6.10205 2.12111 0.000
C 2.64048 4.58453 1.94867 0.000
N 3.89194 4.12978 2.66789 0.000
C 3.74605 4.26359 4.22865 0.000
C 5.23144 4.82649 2.23536 0.000
C 6.29957 3.73379 2.29668 0.000
C 5.53148 2.37248 2.62472 0.000
C 4.13346 2.63874 2.21149 0.000
H 0.89098 6.15162 0.61140 0.000
H 0.56977 7.29483 1.82814 0.000
H 0.26419 5.60469 2.23407 0.000
H 2.46180 6.47360 3.14311 0.000
H 3.07808 6.65029 1.48058 0.000
H 2.83374 4.45984 0.88321 0.000
H 1.88483 3.90950 2.35044 0.000
H 3.70215 5.35088 4.29160 0.000
H 4.66744 3.99514 4.74545 0.000
H 2.79758 3.83971 4.55854 0.000
H 5.44585 5.63381 2.93562 0.000
H 5.04193 5.20768 1.23192 0.000
H 7.07578 3.92309 3.03814 0.000
H 6.82875 3.64448 1.34795 0.000
H 5.41408 2.07162 3.66578 0.000
H 5.98463 1.50276 2.14896 0.000
H 3.31528 2.04646 2.62124 0.000
H 4.12416 2.61100 1.12188 0.000
C -2.95522 -0.67485 -3.30115 0.005
C -3.82294 -1.68963 -4.02323 0.012
C -5.23130 -1.20104 -4.29005 0.045
N -6.19163 -2.02385 -5.16405 0.001
C -7.61452 -1.28479 -5.04358 0.167
C -6.31307 -3.51840 -4.74216 0.047
C -6.02726 -4.36202 -6.03850 0.007
C -6.40956 -3.39705 -7.14291 0.008
C -5.76814 -2.13033 -6.61251 0.012
H -1.94844 -1.08230 -3.20914 0.000
H -3.27676 -0.64510 -2.26008 0.001
H -2.86246 0.34135 -3.68434 0.001
H -3.87593 -2.55987 -3.36904 0.008
H -3.40167 -1.94499 -4.99556 0.001
H -5.23700 -0.26604 -4.85028 0.014
H -5.83842 -1.07876 -3.39308 0.033
H -7.42706 -0.34282 -5.55898 0.032
H -7.87249 -1.08853 -4.00289 0.116
H -8.35869 -1.90072 -5.54850 0.018
H -7.28478 -3.66697 -4.27119 0.040
H -5.58786 -3.72212 -3.95434 0.016
H -6.80121 -5.12280 -5.93695 0.003
H -5.09646 -4.92496 -6.10783 0.001
H -7.47980 -3.24123 -7.27863 0.005
H -6.00158 -3.73657 -8.09495 0.001
H -6.10389 -1.27654 -7.20108 0.007
H -4.68026 -2.18841 -6.57720 0.001
C 3.82885 -3.33429 8.92822 0.000
C 3.18919 -4.38086 8.05406 0.000
C 2.62443 -3.70143 6.71031 0.000
N 2.10563 -4.65780 5.58791 0.000
C 1.88119 -3.78142 4.35285 0.000
C 0.82598 -5.41110 6.05047 0.000
C 0.64283 -6.63787 5.14377 0.000
C 2.06646 -6.82385 4.52513 0.000
C 2.99556 -5.82231 5.15542 0.000
H 4.45836 -3.87922 9.63169 0.000
H 3.25187 -2.62429 9.52075 0.000
H 4.54662 -2.75287 8.34954 0.000
H 2.42253 -4.96249 8.56596 0.000
H 3.93884 -5.03440 7.60796 0.000
H 3.43812 -3.27042 6.12700 0.000
H 1.87518 -2.91637 6.81231 0.000
H 1.08900 -3.08482 4.62725 0.000
H 1.59382 -4.47572 3.56325 0.000
H 2.83125 -3.30117 4.11866 0.000
H 0.01206 -4.68970 6.12275 0.000
H 1.02883 -5.78690 7.05333 0.000
H -0.16588 -6.58429 4.41492 0.000
H 0.59424 -7.59538 5.66233 0.000
H 2.04152 -6.63598 3.45174 0.000
H 2.39261 -7.85458 4.66417 0.000
H 3.84891 -5.61482 4.50979 0.000
H 3.39172 -6.28219 6.06077 0.000
N 8.47644 -2.16926 -0.05621 0.000
S 7.15265 -1.44357 -0.28640 0.000
O 5.98374 -1.87879 0.53956 0.000
O 6.97017 -0.74101 -1.54098 0.000
F 7.54404 -0.13911 0.58321 0.000
S 7.87930 -3.55300 -0.88140 0.000
O 7.49888 -3.39820 -2.27542 0.000
O 7.20293 -4.58322 -0.10752 0.000
F 9.30719 -4.30930 -1.02538 0.000
N -0.74544 3.55005 3.26722 0.000
S -1.13719 2.55819 4.24613 0.000
O -1.36320 1.22484 3.66973 0.000
O -1.71914 2.99670 5.51797 0.000
F 0.33851 2.48085 4.84877 0.000
S -2.32742 4.15433 2.95215 0.000
O -2.83648 5.05661 3.99078 0.000
O -3.24723 3.20785 2.27443 0.000
F -1.93542 5.14514 1.77754 0.000
C 3.18663 3.33265 -1.78657 0.000
C 4.37667 4.18752 -1.49187 0.000
O 4.19932 5.36189 -1.06457 0.000
O 5.44328 3.62318 -1.60209 0.000
H 3.28545 3.18455 -2.86193 0.000
H 2.22920 3.81602 -1.59216 0.000
H 3.15171 2.36924 -1.27791 0.000
C 4.95261 -0.86578 4.68974 0.000
C 3.72986 -0.13086 5.16643 0.000
O 2.74825 -0.89794 5.35803 0.000
O 3.68667 1.10233 5.20989 0.000
H 5.03937 -1.93512 4.88231 0.000
H 5.81749 -0.42433 5.18492 0.000
H 5.02189 -0.70219 3.61431 0.000
C -0.02827 3.59150 -4.30501 0.000
C 0.32577 2.18245 -4.61599 0.000
O -0.43397 1.23625 -4.38281 0.001
O 1.47063 1.93316 -5.08692 0.000
H -0.13058 3.53297 -3.22140 0.000
H -1.03393 3.80767 -4.66559 0.000
H 0.75940 4.32984 -4.45507 0.000
```